1.
The following is a DFT calculation (ωB97M-V/def2-TZVPD) of the ion C4H6IN2 with charge +1.

Structure (ORCA input):
```
! RIJCOSX wB97M-V def2-TZVPD def2/J DEFGRID3
* xyz 1 1
C 0.724 0.960 1.222
H 1.856 -0.505 -0.558
H -0.784 -1.258 -1.568
H 1.454 1.760 0.808
I 1.527 -2.257 -2.895
N 0.310 -1.161 -1.682
H -0.147 1.500 1.711
H -3.331 0.348 0.780
C 0.825 -0.458 -0.676
N 0.112 0.223 0.173
C -1.258 0.104 0.286
C -2.399 0.392 0.463
H 1.110 0.350 1.938
*
```

Values from the calculation:
ΔE to the lowest compared entry with this formula, charge and spin	3.612	eV
orbital gap	0.3230	Ha
E_tot	-15315.5863	eV

***

2.
The following is a DFT calculation (ωB97M-V/def2-TZVPD) of a structure of composition C22H22AuN2OSi.

Structure (ORCA input):
```
! RIJCOSX wB97M-V def2-TZVPD def2/J DEFGRID3
* xyz -1 1
C 4.026 -0.559 0.500
H -2.782 1.570 0.757
H -2.892 -1.801 2.198
C 5.356 -0.181 0.440
C -1.792 0.776 -1.394
H 0.186 -1.907 2.576
C 4.862 1.163 -1.494
N -0.905 -1.174 -0.226
H 2.843 1.156 -2.150
C -2.751 1.394 -2.171
H -3.034 -2.348 -1.394
C -1.041 -4.195 -0.435
H 0.822 4.836 1.638
C -2.949 -1.286 -1.586
C -0.900 2.363 0.108
C 5.788 0.687 -0.564
C -2.004 2.296 0.951
C -3.838 0.683 -2.661
H -0.084 -4.196 -0.964
C 7.163 1.085 -0.639
H -1.834 -4.262 -1.184
C -1.082 4.083 2.288
C 3.062 -0.105 -0.418
H -2.952 -3.565 2.104
H -1.153 4.751 3.137
H 3.723 -1.233 1.293
H 6.071 -0.553 1.164
C 0.023 4.131 1.445
C 0.118 3.279 0.360
Au 1.115 -0.630 -0.324
H -3.691 -2.586 0.833
C -2.086 3.161 2.033
H 1.120 -3.013 1.567
H 5.192 1.838 -2.275
H -0.136 -3.651 2.645
N 8.268 1.405 -0.700
C 0.127 -2.821 1.981
H 0.978 3.286 -0.297
H -4.744 -1.261 -2.736
Si -1.165 -2.641 0.631
C -3.919 -0.669 -2.358
C -1.840 -0.594 -1.046
C 3.538 0.770 -1.413
O -0.715 1.542 -0.960
C -2.839 -2.652 1.511
H -1.086 -5.097 0.184
H -2.946 3.104 2.690
H -4.590 1.169 -3.269
H -2.632 2.452 -2.376
*
```

Values from the calculation:
ΔE to the lowest compared entry with this formula, charge and spin	0.000	eV
orbital gap	0.2714	Ha
E_tot	-39772.0690	eV

***

3.
The following is a DFT calculation (ωB97M-V/def2-TZVPD) of a structure of composition C8H12CdO8.

Structure (ORCA input):
```
! RIJCOSX wB97M-V def2-TZVPD def2/J DEFGRID3
* xyz -2 1
C 1.841 -2.242 0.758
C -0.730 2.265 2.725
H 0.112 2.856 3.093
H -3.799 -2.466 -2.346
Cd -0.201 -0.231 -0.463
H -1.451 2.355 3.553
H -4.140 -2.404 -0.584
O 0.685 1.827 -0.771
C -0.397 0.786 2.750
H 0.933 3.553 -2.852
O -2.410 0.005 -0.948
H 3.464 -3.222 1.847
O -0.236 0.252 3.866
H 2.528 2.844 -2.503
O 1.026 -3.089 1.145
C 0.856 1.606 -1.997
H -1.188 2.721 1.852
O 0.487 0.501 -2.485
C -2.492 -1.242 -1.159
O -1.442 -1.927 -1.177
O -0.297 0.181 1.636
H 3.256 -1.519 2.193
O 1.702 -1.455 -0.240
H 3.961 -1.872 0.673
C 1.523 2.631 -2.874
C -3.863 -1.824 -1.466
H -4.592 -1.045 -1.671
H 1.630 2.422 -3.940
C 3.235 -2.266 1.386
*
```

Values from the calculation:
orbital gap	0.2788	Ha
E_tot	-29438.6832	eV

***

4.
The following is a DFT calculation (ωB97M-V/def2-TZVPD) of a structure of composition C16H13CuN2O.

Structure (ORCA input):
```
! RIJCOSX wB97M-V def2-TZVPD def2/J DEFGRID3
* xyz -1 2
C -2.476 3.101 1.666
H -3.281 2.848 3.636
O -0.337 -0.075 0.783
H 1.261 -4.464 2.403
C -0.563 -0.972 2.270
N 0.342 -1.555 1.037
C 0.003 -3.040 3.424
H -1.531 3.079 -0.284
C 2.134 -0.552 -2.992
C -1.302 0.532 2.115
H 1.489 -3.072 0.353
H -0.204 1.884 -3.229
Cu 0.327 0.088 -0.789
C 0.767 -3.503 2.351
H -1.222 -1.502 4.247
C 0.610 1.220 -3.501
C 2.207 0.503 -5.157
H 3.508 -1.087 -4.574
C 2.692 -0.440 -4.267
H -0.087 -3.657 4.311
C 0.897 -2.727 1.200
H -2.283 0.659 4.023
N -1.102 1.386 0.733
H 2.523 -1.295 -2.304
H -2.930 4.072 1.518
C 1.080 0.272 -2.572
C -2.100 1.157 3.077
C -0.642 -1.812 3.385
C -1.693 2.549 0.654
C 1.163 1.335 -4.770
H 0.774 2.079 -5.459
H 2.646 0.585 -6.146
C -2.669 2.403 2.859
*
```

Values from the calculation:
ΔE to the lowest compared entry with this formula, charge and spin	6.948	eV
orbital gap (alpha / beta)	0.1968 / 0.2458	Ha
E_tot	-66457.8250	eV

***

5.
The following is a DFT calculation (ωB97M-V/def2-TZVPD) of a cluster of 2 separate species, C11H18 in total.

Structure (ORCA input):
```
! RIJCOSX wB97M-V def2-TZVPD def2/J DEFGRID3
* xyz 0 1
H 0.104 -0.302 -1.547
H -1.320 -1.429 1.223
H 0.610 -0.217 3.737
H 1.393 -1.351 -0.090
H -1.192 -1.094 3.196
C 0.421 0.891 -0.785
C -0.680 3.171 -2.116
C -0.026 -1.309 -1.520
C 0.443 -1.899 2.323
H 1.318 4.058 -1.879
H 0.668 -2.848 -0.178
C -0.028 -1.232 3.635
H -1.111 -1.493 -1.827
C -0.218 -1.194 1.124
C 1.175 2.055 -1.100
H 2.236 2.018 -0.832
H -1.146 4.008 -2.609
C 0.423 -1.738 -0.187
C 0.663 3.222 -1.649
C -1.413 1.986 -1.928
H -1.585 0.050 -1.146
H 0.780 0.084 -0.285
C -0.882 0.872 -1.273
H 0.098 -3.022 2.186
H -0.123 -1.684 4.625
H -2.419 2.006 -2.310
H -0.211 -0.049 1.139
H 1.461 -1.848 2.405
H 0.565 -1.713 -2.332
*
```

Values from the calculation:
ΔE to the lowest compared entry with this formula, charge and spin	6.102	eV
orbital gap	0.3453	Ha
E_tot	-11693.1783	eV

***

6.
The following is a DFT calculation (ωB97M-V/def2-TZVPD) of an isolated molecule of C11H17N3O4S.

Structure (ORCA input):
```
! RIJCOSX wB97M-V def2-TZVPD def2/J DEFGRID3
* xyz 0 1
C 1.054 -0.593 -0.998
C -1.305 0.037 -0.458
C -0.782 1.387 0.050
C -4.804 0.314 0.688
H 0.893 -0.563 -2.081
H 3.921 -1.491 1.679
C -5.661 -0.668 -0.097
N 5.843 -0.550 -0.672
H -1.537 2.162 -0.088
H 0.282 1.894 -1.772
H 0.935 2.665 -0.304
H -6.631 -0.767 0.383
O 1.906 -0.211 1.808
O 2.548 2.097 1.230
H -4.622 -0.065 1.698
O -2.693 -1.306 1.000
S 2.380 0.735 0.830
H -0.014 -1.148 0.783
H -1.566 0.141 -1.518
C 3.920 0.059 0.271
C -2.573 -0.347 0.286
H -0.547 1.308 1.114
C 0.493 1.753 -0.707
H 6.168 -2.213 0.583
O -3.545 0.537 0.045
C -0.224 -1.027 -0.281
H -0.565 -1.985 -0.673
H -5.803 -0.315 -1.115
H -5.274 1.298 0.736
C 4.836 0.354 -0.704
N 4.398 -1.056 0.903
N 1.502 0.721 -0.588
H 4.822 1.154 -1.414
C 5.560 -1.379 0.298
H -5.180 -1.642 -0.122
H 1.867 -1.290 -0.789
*
```

Values from the calculation:
ΔE to the lowest compared entry with this formula, charge and spin	0.849	eV
orbital gap	0.3699	Ha
E_tot	-35178.4919	eV

***

7.
The following is a DFT calculation (ωB97M-V/def2-TZVPD) of a cluster of 2 separate species, C5H10O in total.

Structure (ORCA input):
```
! RIJCOSX wB97M-V def2-TZVPD def2/J DEFGRID3
* xyz 0 1
H 0.298 -0.280 1.812
C -0.376 1.150 0.274
H 0.165 1.722 -0.486
H -2.545 0.577 0.293
H 1.884 0.310 -1.664
H -1.488 -1.580 0.840
H 1.843 -1.639 0.879
H -1.841 0.518 -1.319
H -0.710 -1.595 -0.766
O 2.633 0.157 0.346
H -0.588 1.804 1.125
C -1.617 0.378 -0.255
C 0.265 -0.187 0.720
C -0.941 -0.975 0.109
C 1.698 -0.585 0.538
H 1.354 0.180 -2.164
*
```

Values from the calculation:
ΔE to the lowest compared entry with this formula, charge and spin	2.439	eV
orbital gap	0.3932	Ha
E_tot	-7392.3264	eV

***

8.
The following is a DFT calculation (ωB97M-V/def2-TZVPD) of a structure of composition C16H26GaIOP2.

Structure (ORCA input):
```
! RIJCOSX wB97M-V def2-TZVPD def2/J DEFGRID3
* xyz 2 1
H 0.211 -2.122 2.948
H 2.180 -3.855 -0.404
P 0.554 2.385 -1.065
Ga 0.379 -0.006 0.316
H -0.008 -3.111 -3.254
H -0.173 3.171 -3.280
H 2.196 4.120 -0.451
H 0.822 4.408 -2.466
C 2.054 3.055 -0.220
H 1.714 -2.662 -3.280
H 0.136 -0.835 -4.327
C -3.092 0.431 -0.072
H 2.916 2.484 -0.590
H -0.323 -4.114 -0.109
H 0.462 0.913 -3.761
H -1.168 -0.453 6.703
H -2.628 1.153 5.404
H 1.862 -2.647 0.910
H 1.612 2.979 -3.208
H 1.952 2.917 0.863
H -0.822 3.153 0.802
C 0.639 0.131 -4.554
C 2.069 -2.792 -0.157
C -0.754 3.410 -0.264
C -1.996 0.437 4.900
C -0.400 -1.416 3.526
C -1.261 -0.541 2.814
H 1.191 -4.143 -2.427
H -1.205 -2.619 0.366
C -2.029 0.416 3.512
C -1.910 0.114 0.358
C 0.723 3.325 -2.659
I 2.670 0.187 -4.160
P 0.658 -2.138 -1.127
C -0.335 -1.325 4.920
C -0.717 -3.149 -0.458
H -1.444 -3.292 -1.270
H -2.596 1.136 2.920
H -0.522 4.480 -0.383
H 0.358 -1.968 5.455
C 0.919 -3.104 -2.669
H 0.368 0.575 -5.512
O -4.158 0.816 -0.378
H 2.968 -2.235 -0.450
C -1.188 -0.413 1.378
H -1.711 3.183 -0.754
C -1.173 -0.437 5.614
*
```

Values from the calculation:
ΔE to the lowest compared entry with this formula, charge and spin	0.149	eV
orbital gap	0.2139	Ha
E_tot	-98096.6879	eV

***

9.
The following is a DFT calculation (ωB97M-V/def2-TZVPD) of a structure of composition C18H29N2O4PPd.

Structure (ORCA input):
```
! RIJCOSX wB97M-V def2-TZVPD def2/J DEFGRID3
* xyz 4 5
H -4.074 -2.252 -0.124
C -2.247 -1.309 -2.522
H -0.362 -3.048 1.295
N 1.398 1.272 0.968
H -3.010 0.207 -3.847
O 1.889 -2.220 -0.843
H -0.904 -4.699 0.912
O -0.261 -0.820 3.266
H -2.267 -5.132 -1.325
H -3.441 -4.359 -0.261
H 2.802 0.749 -0.505
C -3.613 -1.268 0.065
H -3.998 0.816 -0.432
H -5.442 -0.153 -0.074
C 1.098 -1.448 -0.525
C -1.394 1.493 0.019
H -2.056 -3.540 1.588
N 4.143 4.585 3.665
H -0.285 -2.147 -3.060
H -1.361 -1.791 -4.427
H -0.682 -3.396 -1.165
C -1.330 -2.175 -3.398
C -3.554 -1.027 1.578
C -1.200 -3.638 0.905
C -2.274 0.140 -3.030
O -1.881 2.535 0.063
Pd -0.189 -0.118 0.228
C 2.603 1.350 0.385
C -1.571 -3.257 -0.528
H 0.119 1.967 2.471
H -3.269 -1.715 -2.609
H 0.007 0.571 -2.065
H -4.570 -1.153 1.983
H -2.553 0.863 -2.255
H -3.241 0.004 1.805
C 2.078 2.875 2.600
H 4.860 5.184 4.041
H 3.261 4.595 4.143
C 1.121 2.030 2.036
H 4.561 2.201 0.381
C 3.600 2.182 0.887
C -2.700 -4.159 -1.046
H -2.903 -1.730 2.108
H -1.670 -3.217 -3.431
C 3.350 2.961 2.027
C -0.340 -0.675 2.134
C -4.464 -0.170 -0.579
H -1.309 0.438 -3.458
H 1.764 3.432 3.480
H 0.695 0.727 -1.761
C 4.433 3.839 2.563
O 5.537 3.880 2.025
H -3.213 -3.764 -1.930
H -4.648 -0.331 -1.648
P -1.933 -1.455 -0.704
*
```

Values from the calculation:
orbital gap (alpha / beta)	0.1476 / 0.0730	Ha
E_tot	-43023.2812	eV

***

10.
The following is a DFT calculation (ωB97M-V/def2-TZVPD) of a structure of composition C20H14Co2N2O6.

Structure (ORCA input):
```
! RIJCOSX wB97M-V def2-TZVPD def2/J DEFGRID3
* xyz -2 1
C 2.251 3.267 0.616
C 0.487 0.775 -2.257
H 1.298 -6.121 -0.913
C -1.293 3.843 0.698
H -1.392 4.772 0.121
C -2.979 -0.272 0.595
O 2.508 -0.620 2.327
H 2.717 -4.138 -1.432
C -0.776 -2.017 2.504
C -0.216 -2.511 -0.744
C -0.756 -1.172 -0.500
C -1.676 -0.377 -3.172
H 1.734 -1.831 -1.397
C 1.740 1.979 0.284
O -1.579 1.652 2.826
C -1.962 -0.540 -0.255
C 1.416 -0.520 1.953
C 0.870 -5.118 -0.890
H 3.827 4.067 1.831
C -2.502 1.405 -1.839
C -0.481 -4.936 -0.569
C 1.665 -4.003 -1.172
O 1.516 1.026 -2.728
C 1.132 -2.713 -1.140
N 1.188 4.101 0.783
H -2.008 3.104 0.315
H 2.373 1.114 0.112
Co -0.261 -0.641 1.555
H -2.076 -3.490 -0.205
O -2.074 -0.726 -4.200
C -1.000 0.799 2.274
C -1.022 -3.649 -0.484
H 3.947 4.489 0.098
N 0.380 2.021 0.300
O -3.468 2.024 -1.998
H 4.343 2.862 0.648
H -3.852 0.267 0.208
H -1.123 -5.799 -0.385
H -3.097 -0.807 1.562
H -1.510 4.079 1.747
O -0.898 -2.957 3.169
Co -1.129 0.282 -1.638
C 0.077 3.330 0.585
C 3.660 3.700 0.808
*
```

Values from the calculation:
ΔE to the lowest compared entry with this formula, charge and spin	1.578	eV
orbital gap	0.1916	Ha
E_tot	-111481.7838	eV

***

11.
The following is a DFT calculation (ωB97M-V/def2-TZVPD) of a structure of composition C16H18BFN6Pt.

Structure (ORCA input):
```
! RIJCOSX wB97M-V def2-TZVPD def2/J DEFGRID3
* xyz 2 5
H -2.176 -3.281 3.930
C 1.858 -1.811 -1.224
N 1.010 -0.759 -1.172
H -3.282 -3.543 2.587
C 1.179 0.400 3.493
N 0.299 -0.723 -2.385
H -0.126 2.800 -3.936
C 0.979 -1.523 -3.240
H 2.423 -2.096 -0.339
H 4.096 0.302 1.784
H -3.454 -0.134 -4.579
H 1.122 3.412 0.170
N -0.239 1.615 -2.173
F 3.585 1.072 6.204
C -3.984 -0.566 -1.340
N 0.420 1.750 -0.942
C -4.535 -0.604 -2.655
H -2.093 -2.240 2.514
Pt 1.516 0.555 0.312
H -3.465 -2.131 3.620
H -4.390 -0.757 -0.346
C 0.012 2.753 -2.871
B -0.794 0.319 -2.905
C 3.926 0.564 3.902
C 0.549 3.704 -1.985
C -3.475 -0.248 -3.507
C 1.707 0.537 4.797
H 1.081 0.571 5.683
H -0.730 0.430 -4.095
C -2.778 -2.774 3.175
H 0.820 -1.445 -4.315
N -2.365 -0.035 -2.730
C 2.020 0.440 2.316
H -5.559 -0.859 -2.873
C 3.393 0.414 2.604
C 0.727 3.056 -0.768
C 1.911 -2.254 -2.519
H 0.104 0.259 3.371
H 4.996 0.643 4.050
N -2.728 -0.220 -1.415
C 3.069 0.685 4.985
H 2.586 -2.974 -2.939
H 0.787 4.694 -2.244
*
```

Values from the calculation:
ΔE to the lowest compared entry with this formula, charge and spin	2.283	eV
orbital gap (alpha / beta)	0.3323 / 0.1717	Ha
E_tot	-32442.7283	eV

***

12.
The following is a DFT calculation (ωB97M-V/def2-TZVPD) of a structure of composition C18H27AsNO3SSn.

Structure (ORCA input):
```
! RIJCOSX wB97M-V def2-TZVPD def2/J DEFGRID3
* xyz 3 1
H 9.309 -7.821 12.246
As 8.868 -10.168 12.953
H 1.488 -12.435 12.883
C 2.242 -5.941 8.855
O 3.077 -13.816 12.719
H 11.197 -11.257 13.033
H 2.387 -17.038 13.527
H 6.271 -16.729 15.320
H 1.339 -14.715 13.496
H 8.421 -9.546 15.360
H 8.670 -8.779 10.839
H 8.229 -8.141 14.181
H 4.835 -9.733 8.851
N 1.858 -5.016 8.283
H 6.621 -14.721 16.172
S 7.001 -12.032 12.522
H 6.609 -13.259 15.151
C 5.439 -16.235 14.796
H 6.927 -9.384 14.315
H 2.987 -11.783 12.158
H 10.410 -8.968 11.404
C 7.999 -9.195 14.392
H 2.312 -16.271 11.928
H 10.320 -11.492 14.580
C 2.586 -12.467 12.930
H 7.884 -14.453 14.884
H 11.066 -9.905 14.183
H 4.282 -7.655 12.581
C 3.505 -8.061 8.799
C 3.116 -6.925 10.932
C 2.778 -16.197 12.927
H 5.783 -17.517 13.108
H 2.633 -6.119 11.482
H 4.314 -17.961 14.065
H 2.768 -14.778 14.592
C 4.506 -8.917 10.815
H 3.299 -8.134 7.723
C 3.940 -7.839 11.564
C 9.365 -8.758 11.675
H 2.899 -12.077 13.908
C 4.300 -8.994 9.404
O 4.176 -16.359 12.706
Sn 5.438 -13.902 12.124
C 5.229 -9.978 11.439
C 5.939 -10.931 11.813
O 5.968 -15.009 14.223
C 2.898 -7.038 9.538
C 4.923 -17.121 13.671
C 10.552 -10.793 13.772
C 6.818 -14.332 15.175
C 2.436 -14.825 13.547
H 4.648 -16.012 15.512
*
```

Values from the calculation:
ΔE to the lowest compared entry with this formula, charge and spin	0.000	eV
orbital gap (alpha / beta)	0.1578 / 0.1580	Ha
E_tot	-104209.1331	eV

***

> Which of these has the highest E_tot?

C5H10O

***

> Among the records above, which one has the highest E_tot?

C5H10O